[1]
Entry from the Open Molecules 2025 dataset: an isolated ion of composition C7H11N2OSi and charge -1 (wB97M-V/def2-TZVPD).

orbital gap = 5.890 eV
LUMO energy = 3.82 eV

Geometry as ORCA input:
```
! RIJCOSX wB97M-V def2-TZVPD def2/J DEFGRID3
* xyz -1 1
C 0.390 -0.506 1.320
C 0.679 0.809 1.413
C -0.097 -1.282 0.161
C -1.344 -1.323 -0.368
C 1.901 1.848 -0.306
C -0.709 1.573 -0.229
C 0.549 1.931 0.456
N 0.913 -2.263 -0.179
N -1.815 2.030 0.226
O -2.947 1.244 -0.217
Si -2.940 -0.365 0.187
H 0.924 -1.096 2.055
H -1.489 -2.151 -1.108
H 2.628 1.383 0.303
H 1.960 1.283 -1.281
H 2.287 2.921 -0.526
H 0.794 -2.984 -0.881
H -0.699 0.668 -0.998
H 0.352 2.892 0.965
H 1.905 -2.062 0.063
H -2.983 -0.404 1.686
H -4.014 -0.830 -0.715
*
```



[2]
Entry from the Open Molecules 2025 dataset: an isolated ion of composition C7H11N2S and charge +1 (wB97M-V/def2-TZVPD).

orbital gap (alpha / beta) = 7.535 / 7.537 eV
LUMO energy (alpha / beta) = -4.39 / -4.39 eV

Geometry as ORCA input:
```
! RIJCOSX wB97M-V def2-TZVPD def2/J DEFGRID3
* xyz 1 1
C 1.330 -1.816 0.141
C 2.023 -1.542 -0.991
C 0.675 0.237 -0.473
C -0.720 -0.769 1.176
C -0.095 1.389 -0.601
C -1.755 -0.020 0.312
C -0.016 2.360 0.571
N 0.545 -0.770 0.458
N 1.664 -0.193 -1.291
S -2.875 -0.856 -0.773
H 1.069 -2.764 0.541
H 2.896 -1.996 -1.392
H -0.590 -0.253 2.110
H -1.231 -1.803 1.341
H -0.340 1.775 -1.593
H -2.328 0.847 0.658
H 0.533 3.357 0.463
H 0.432 1.857 1.405
H -0.940 2.678 0.948
H 2.032 0.214 -2.057
H -2.307 -1.933 -0.953
*
```



[3]
Entry from the Open Molecules 2025 dataset: a 2-piece molecular cluster, C7H11N2S2 overall (wB97M-V/def2-TZVPD).

orbital gap = 7.890 eV
LUMO energy = -4.41 eV

Geometry as ORCA input:
```
! RIJCOSX wB97M-V def2-TZVPD def2/J DEFGRID3
* xyz 1 1
N 1.618 1.015 -1.100
C 2.050 0.882 -2.342
N 3.091 1.739 -2.572
C 3.325 2.452 -1.397
C 2.400 1.988 -0.495
H 1.665 0.208 -3.099
H 3.586 1.817 -3.453
H 4.092 3.199 -1.293
H 2.232 2.271 0.531
C -2.474 -1.379 2.088
C -1.422 -2.374 1.639
S 0.089 -1.659 0.922
C -0.357 -0.289 0.090
S -1.845 0.452 0.024
C -3.025 -0.623 0.894
H -3.300 -1.949 2.527
H -2.087 -0.699 2.852
H -1.032 -2.943 2.493
H -1.829 -3.055 0.881
H 0.446 0.180 -0.537
H -3.420 -1.318 0.143
H -3.805 0.084 1.206
*
```



[4]
Entry from the Open Molecules 2025 dataset: one molecule with the formula C7H11N3 (wB97M-V/def2-TZVPD).

orbital gap = 9.960 eV
structure (SMILES) = N#C[C@]1(N)CN2CC[C@@H]1C2
LUMO energy = 0.79 eV

Geometry as ORCA input:
```
! RIJCOSX wB97M-V def2-TZVPD def2/J DEFGRID3
* xyz 0 1
N 3.842 0.585 0.259
C 2.766 0.228 0.101
C 1.446 -0.249 -0.152
N 1.407 -1.659 -0.554
C 0.774 0.521 -1.318
N -0.390 1.219 -0.786
C -1.416 0.202 -0.397
C -0.892 -0.525 0.830
C 0.453 0.240 1.006
C 0.102 1.641 0.521
H 1.947 -2.257 -0.008
H 0.471 -1.878 -0.459
H 1.481 1.244 -1.801
H 0.349 -0.129 -2.169
H -1.608 -0.515 -1.218
H -2.289 0.772 -0.237
H -1.690 -0.299 1.645
H -0.825 -1.590 0.525
H 0.952 0.143 1.888
H -0.580 2.328 0.958
H 0.955 2.123 0.451
*
```



[5]
Entry from the Open Molecules 2025 dataset: one molecule with the formula C7H11N3 (wB97M-V/def2-TZVPD).

orbital gap (alpha / beta) = 5.951 / 8.184 eV
LUMO energy (alpha / beta) = -0.04 / 0.84 eV

Geometry as ORCA input:
```
! RIJCOSX wB97M-V def2-TZVPD def2/J DEFGRID3
* xyz 0 1
C -2.452 0.220 -0.012
C 1.170 -1.051 -0.456
C 1.889 0.151 0.194
C 0.235 1.105 -1.127
C 0.137 1.451 1.250
C -0.162 -0.375 -1.042
C -1.366 -0.665 -0.165
N -3.387 0.881 0.042
N 0.935 1.207 0.206
N -1.403 -1.571 0.959
H 1.819 -1.503 -1.174
H 1.089 -1.855 0.320
H 2.351 0.089 1.126
H 2.683 0.473 -0.530
H 0.970 1.377 -1.886
H -0.638 1.621 -1.243
H -0.603 2.209 1.193
H 0.301 0.977 2.303
H -0.226 -0.650 -2.066
H -2.317 -1.652 1.340
H -1.025 -2.438 0.770
*
```



[6]
Entry from the Open Molecules 2025 dataset: one molecule with the formula C7H11N3Se2 (wB97M-V/def2-TZVPD).

orbital gap = 7.582 eV
structure (SMILES) = C[Se]c1cc([Se]C)c(N)nc1N
LUMO energy = 0.60 eV

Geometry as ORCA input:
```
! RIJCOSX wB97M-V def2-TZVPD def2/J DEFGRID3
* xyz 0 1
C -2.585 2.420 -0.998
Se -3.051 0.775 -0.041
C -1.386 -0.190 -0.051
C -0.260 0.555 -0.158
C 0.993 -0.017 -0.188
Se 2.710 0.896 -0.610
C 3.179 1.557 1.262
C 0.934 -1.628 -0.133
N 2.043 -2.259 -0.488
N -0.191 -2.257 0.029
C -1.312 -1.595 0.129
N -2.439 -2.371 0.348
H -3.372 2.493 -1.756
H -2.493 3.381 -0.395
H -1.625 2.095 -1.442
H -0.295 1.695 -0.022
H 4.150 0.962 1.513
H 3.335 2.598 1.139
H 2.212 1.217 1.727
H 2.920 -1.719 -0.464
H 1.969 -3.264 -0.792
H -3.257 -2.034 0.798
H -2.178 -3.308 0.594
*
```



[7]
Entry from the Open Molecules 2025 dataset: a 2-piece molecular cluster, C7H11N4O3S overall (wB97M-V/def2-TZVPD).

orbital gap (alpha / beta) = 7.323 / 7.324 eV
LUMO energy (alpha / beta) = -5.31 / -5.30 eV

Geometry as ORCA input:
```
! RIJCOSX wB97M-V def2-TZVPD def2/J DEFGRID3
* xyz 1 1
C -3.173 -2.311 -0.294
C -2.254 -2.180 -1.284
C -2.970 -1.727 0.894
C -0.995 -1.594 -0.997
C -1.749 -1.053 1.196
C -0.741 -1.090 0.273
C 1.118 2.425 0.349
N 0.973 3.470 1.146
N 2.489 1.553 -1.934
N 2.269 1.706 0.424
N 2.681 1.150 -0.660
O 0.279 2.072 -0.415
O 1.371 -1.176 1.971
O 1.801 -0.829 -0.407
S 0.872 -0.376 0.638
H -4.100 -2.923 -0.487
H -2.466 -2.247 -2.292
H -3.756 -1.604 1.729
H -0.174 -1.597 -1.768
H -1.628 -0.618 2.215
H 1.535 3.676 2.003
H 0.178 3.945 0.889
H 1.743 2.134 -2.137
H 2.594 0.705 -2.531
H 0.748 -1.951 2.097
H 3.354 0.441 -0.616
*
```



[8]
Entry from the Open Molecules 2025 dataset: one molecule with the formula C7H11N5 (wB97M-V/def2-TZVPD).

orbital gap = 11.115 eV
structure (SMILES) = CC[C@@](C)(C#N)c1nnnn1C
LUMO energy = 0.49 eV

Geometry as ORCA input:
```
! RIJCOSX wB97M-V def2-TZVPD def2/J DEFGRID3
* xyz 0 1
C -2.005 0.808 -0.692
C -0.706 0.366 -1.352
C 0.061 -0.684 -0.621
C -0.617 -2.034 -0.769
C 1.454 -0.721 -1.002
N 2.509 -0.558 -1.352
C 0.157 -0.358 0.998
N -0.117 -1.187 1.980
N 0.488 -0.732 3.081
N 1.161 0.256 2.821
N 1.103 0.588 1.520
C 1.647 1.738 0.880
H -2.932 0.517 -1.377
H -2.191 1.919 -0.506
H -2.090 0.236 0.355
H -0.021 1.134 -1.317
H -0.913 0.096 -2.382
H -0.344 -2.465 -1.687
H -1.684 -1.993 -0.644
H -0.345 -2.845 -0.108
H 1.863 2.559 1.624
H 2.628 1.249 0.483
H 0.895 2.111 0.066
*
```



[9]
Entry from the Open Molecules 2025 dataset: C7H11N5S as an isolated structure (wB97M-V/def2-TZVPD).

orbital gap (alpha / beta) = 7.113 / 7.114 eV
LUMO energy (alpha / beta) = -8.48 / -8.48 eV

Geometry as ORCA input:
```
! RIJCOSX wB97M-V def2-TZVPD def2/J DEFGRID3
* xyz 2 1
C -0.867 -0.870 3.208
C 0.183 -1.108 2.255
C -1.813 0.095 2.800
C -0.405 0.600 0.923
C 1.592 0.427 -1.494
C 0.681 -0.519 -2.334
C -0.219 1.442 -0.279
N 0.389 -0.421 1.122
N -1.519 0.819 1.715
N 1.058 1.301 -0.802
N 1.381 -1.893 -2.339
N -0.926 2.488 -0.710
S -0.929 -0.479 -1.605
H -0.712 -1.509 4.009
H 0.970 -1.945 2.313
H -2.641 0.222 3.345
H 2.617 0.333 -1.692
H 0.519 -0.078 -3.450
H 2.044 -2.056 -3.123
H 0.614 -2.477 -2.329
H 1.916 -2.164 -1.472
H -2.058 1.631 1.407
H -1.201 3.116 0.039
H -0.673 3.045 -1.505
*
```



[10]
Entry from the Open Molecules 2025 dataset: C7H11NO as an isolated structure (wB97M-V/def2-TZVPD).

orbital gap = 9.605 eV
LUMO energy = 0.31 eV

Geometry as ORCA input:
```
! RIJCOSX wB97M-V def2-TZVPD def2/J DEFGRID3
* xyz 0 1
C 1.880 0.677 1.629
C 1.105 2.425 0.011
C 0.243 1.509 -0.895
C -0.295 0.270 -0.587
C -0.950 -0.678 -1.649
C -1.582 -1.714 -1.393
C -1.702 -2.453 -0.066
H 1.108 0.150 2.148
H 2.694 0.361 2.724
H 2.161 -0.153 0.949
H 0.995 2.535 1.706
H 0.110 1.508 -1.760
H -0.203 0.042 0.367
H -1.125 -0.202 -2.709
H -1.732 -2.160 -2.096
H -2.823 -2.355 0.011
H -1.331 -2.054 0.706
H -1.092 -3.312 -0.101
N 1.503 1.997 1.281
O 1.036 3.606 -0.276
*
```



[11]
Entry from the Open Molecules 2025 dataset: one molecule with the formula C7H11NO2 (wB97M-V/def2-TZVPD).

orbital gap = 7.879 eV
structure (SMILES) = CC1(C)C[C@@]1(N)C(O)=C=O
LUMO energy = 0.55 eV

Geometry as ORCA input:
```
! RIJCOSX wB97M-V def2-TZVPD def2/J DEFGRID3
* xyz 0 1
C 1.939 -0.263 -0.139
C 0.646 0.475 -0.344
C 0.501 1.108 -1.713
C 0.061 1.282 0.753
C -0.613 -0.048 0.880
N -0.398 -0.643 2.130
C -1.638 -0.663 0.037
O -2.858 -1.092 0.579
C -1.178 -1.103 -1.121
O -0.923 -1.630 -2.145
H 2.108 -0.963 -0.964
H 1.948 -0.838 0.791
H 2.790 0.429 -0.117
H 0.666 0.392 -2.521
H -0.485 1.558 -1.854
H 1.246 1.909 -1.822
H 0.749 1.565 1.554
H -0.580 2.112 0.474
H -0.107 -0.038 2.888
H -0.881 -1.520 2.287
H -2.992 -2.030 0.368
*
```



no.,E_tot (eV)
1,-20338.60151
2,-21243.40579
3,-32081.20756
4,-11905.56326
5,-11903.37052
6,-142598.82288
7,-30364.72641
8,-14884.45755
9,-25703.99038
10,-10965.49719
11,-13019.00102